Entry 1:
The following is a quantum chemistry calculation of 2 unconnected molecules or ions with the total composition C3H11N at a distorted geometry, from the OMol25 dataset.

Geometry as XYZ:
```
15
Properties=species:S:1:pos:R:3:mulliken_spin:R:1
N -0.96 2.96 2.08 0.2570
C 0.33 2.31 2.09 1.5550
C 0.34 -1.77 -2.41 1.0015
C 0.00 -2.52 -1.11 0.9386
H -0.70 -3.34 -1.20 -0.1554
H 0.39 1.24 2.44 -0.3958
H 1.01 -0.93 -2.20 -0.3083
H -1.61 2.34 2.54 -0.0787
H -0.54 -1.33 -2.91 -0.3348
H -0.40 -1.82 -0.38 -0.2384
H 0.96 -2.94 -0.79 -0.2679
H -1.32 3.19 1.17 -0.2159
H 0.77 2.20 1.10 -0.4434
H 0.72 -2.36 -3.25 -0.1943
H 1.00 2.77 2.82 -0.1192
```

The charge is -1. The value obtained for the energy above the lowest of the compared OMol25 structures with the same formula, charge and spin is 0.5662 eV. Its LUMO energy (alpha / beta) is 4.2215 / 4.3745 eV. Its spin multiplicity is 2. Its HOMO energy (alpha / beta) is 0.0527 / -0.2039 Eh. Its expectation value of S² is 0.75.

Entry 2:
The following is a quantum chemistry calculation of 2 unconnected molecules or ions with the total composition C2O3 at a distorted geometry, from the OMol25 dataset.

Geometry as XYZ:
```
5
Properties=species:S:1:pos:R:3:nbo_charge:R:1
O -1.67 1.08 0.69 -0.4960
O -0.72 -0.79 -0.20 -0.5241
O 1.80 -0.53 0.05 -0.4956
C 1.89 0.16 -0.83 0.4974
C -1.29 0.09 0.28 1.0183
```

The value obtained for the energy above the lowest of the compared OMol25 structures with the same formula, charge and spin is 0.2392 eV. Its LUMO energy is 0.5495 eV. Its HOMO energy is -0.4748 Eh.

Entry 3:
The following is a quantum chemistry calculation of a molecular structure, CH8N3 at a distorted geometry, from the OMol25 dataset.

Geometry as XYZ:
```
12
Properties=species:S:1:pos:R:3:nbo_charge:R:1
N -1.38 0.94 0.37 -0.7660
N 2.29 0.20 0.00 -1.0162
N -1.66 -1.23 -0.14 -0.7745
C -0.85 -0.18 -0.08 0.2352
H 2.85 -0.69 0.37 0.4530
H 0.96 0.11 0.13 0.3850
H 2.27 0.24 -1.07 0.4383
H 2.82 1.02 0.38 0.4366
H -1.32 -2.05 -0.60 0.4091
H -2.46 1.05 0.38 0.3966
H -0.80 1.74 0.48 0.4087
H -2.71 -1.16 -0.23 0.3943
```

The charge is +1. The value obtained for the energy above the lowest of the compared OMol25 structures with the same formula, charge and spin is 2.3069 eV. Its LUMO energy is -3.3880 eV. Its HOMO energy is -0.5161 Eh.

Entry 4:
The following is a quantum chemistry calculation of C4H11NO in the gas phase at a distorted geometry, from the OMol25 dataset.

Geometry as XYZ:
```
17
Properties=species:S:1:pos:R:3:nbo_charge:R:1
O -1.26 -2.63 0.91 -0.7335
N 0.68 0.33 -0.48 -0.6590
C 0.58 1.71 0.15 -0.2067
C 0.22 -0.75 0.41 -0.2388
C -1.11 -1.51 -0.06 -0.0808
C 0.88 2.81 -0.91 -0.6280
H -0.63 -3.35 0.62 0.4579
H -0.49 1.90 0.38 0.1961
H -2.01 -0.95 0.24 0.1788
H 0.31 2.56 -1.75 0.2122
H 1.85 3.17 -1.20 0.2107
H 1.42 0.05 -0.99 0.3658
H 0.90 -1.66 0.57 0.1729
H 0.43 3.75 -0.59 0.2064
H 0.05 -0.35 1.41 0.1938
H 1.23 1.86 1.01 0.1779
H -1.15 -1.76 -1.16 0.1745
```

The value obtained for the energy above the lowest of the compared OMol25 structures with the same formula, charge and spin is 2.1935 eV. Its LUMO energy is 1.0504 eV. Its HOMO energy is -0.3190 Eh.

Entry 5:
The following is a quantum chemistry calculation of C2H3N3OS2 in the gas phase at a distorted geometry, from the OMol25 dataset.

Geometry as XYZ:
```
11
Properties=species:S:1:pos:R:3:nbo_charge:R:1
S -1.01 -0.44 2.38 0.2693
S 1.95 1.39 -1.80 -0.0806
O 0.78 0.44 0.43 -0.3465
N -0.22 -0.58 0.82 -0.2739
N -0.33 -0.05 -1.28 -0.6272
N -1.94 -1.53 -0.27 -0.7206
C -0.96 -0.72 -0.34 0.5098
C 0.86 0.62 -0.87 0.3555
H -2.53 -1.39 -1.13 0.3411
H -0.25 -1.36 3.05 0.1321
H -0.44 -0.22 -2.33 0.4410
```

The value obtained for the energy above the lowest of the compared OMol25 structures with the same formula, charge and spin is 2.0654 eV. Its LUMO energy is 0.1832 eV. Its HOMO energy is -0.3453 Eh.

Entry 6:
The following is a quantum chemistry calculation of C5H10S in the gas phase at a distorted geometry, from the OMol25 dataset.

Geometry as XYZ:
```
16
Properties=species:S:1:pos:R:3:nbo_charge:R:1
S 0.43 2.12 2.87 0.0511
C -0.13 0.99 1.87 -0.2151
C 0.42 -0.14 -0.27 -0.1937
C 0.00 -1.60 0.01 -0.6258
C -0.48 0.88 0.52 -0.5164
C 0.20 0.16 -1.77 -0.6018
H 0.90 -0.30 -2.50 0.2155
H 0.53 -1.92 0.93 0.2144
H 0.29 1.31 -1.87 0.2037
H -0.49 0.04 2.42 0.1653
H 0.51 -2.26 -0.68 0.2188
H 1.44 0.02 -0.18 0.2100
H -0.21 1.83 0.19 0.2198
H -0.80 -0.08 -2.13 0.2033
H -1.10 -1.66 0.07 0.2116
H -1.51 0.60 0.53 0.2393
```

The value obtained for the energy above the lowest of the compared OMol25 structures with the same formula, charge and spin is 1.7094 eV. Its LUMO energy is 0.0385 eV. Its HOMO energy is -0.3139 Eh.

Entry 7:
The following is a quantum chemistry calculation of H2N2O4S in the gas phase at a distorted geometry, from the OMol25 dataset.

Geometry as XYZ:
```
9
Properties=species:S:1:pos:R:3:nbo_charge:R:1
S -0.90 -0.57 -0.75 1.6030
O -0.16 0.64 -1.64 -0.4366
O 0.68 1.57 -1.04 -0.3970
O -0.60 0.37 2.85 -0.3364
O 0.25 -1.65 -0.96 -0.8327
N -0.62 -0.44 0.83 -0.7797
N -0.80 0.60 1.67 0.2044
H 1.58 1.16 -0.87 0.4667
H 0.58 -1.69 -0.09 0.5083
```

The value obtained for the energy above the lowest of the compared OMol25 structures with the same formula, charge and spin is 5.0696 eV. Its LUMO energy is -0.3410 eV. Its HOMO energy is -0.3387 Eh.

Entry 8:
The following is a quantum chemistry calculation of 12 unconnected molecules or ions with the total composition C29H78O12 at a distorted geometry, from the OMol25 dataset.

Geometry as XYZ:
```
119
Properties=species:S:1:pos:R:3:mulliken_charge:R:1
O -1.51 6.02 2.14 -0.5819
O 1.02 3.99 -4.93 -0.5945
O -1.77 -5.30 -2.86 -0.4957
O 5.13 2.03 1.03 -0.5804
O 2.58 -0.30 1.29 0.1298
O -3.89 -0.80 5.80 -0.5552
O 3.43 -3.08 -0.33 -0.5317
O -4.36 -0.71 -3.95 -0.6138
O -4.50 -2.40 1.68 -0.5216
O 4.65 -0.18 -0.76 -0.4945
O 3.56 -0.41 -3.42 -0.5294
O 2.95 -1.87 3.45 -0.5532
C 3.77 -0.02 -5.74 -1.6054
C 0.85 -0.57 -0.33 -0.0673
C -2.32 3.80 2.21 -0.8662
C 1.35 3.88 -3.57 0.4383
C -2.64 -1.08 1.29 0.6391
C 4.24 0.14 4.08 -1.4537
C 2.11 -0.70 5.40 -0.7664
C 0.54 0.88 1.71 -1.1306
C -2.05 -4.63 -1.58 -0.7634
C 1.53 0.38 0.68 0.4450
C -0.37 -5.53 -3.03 -0.6432
C -2.23 -1.63 -4.50 -0.9892
C -4.58 -1.36 2.59 -0.5226
C -1.81 0.29 5.27 -0.6796
C -2.52 -0.18 -2.43 -0.3554
C 0.26 3.09 -2.85 -0.8274
C 1.52 -0.62 -4.67 -1.0496
C -1.75 -1.57 6.83 -1.3592
C -3.82 -0.27 1.87 -0.1390
C 3.37 -1.10 4.57 0.3814
C 2.88 0.12 -4.51 0.8582
C 0.20 -4.21 -2.46 -0.0625
C -0.83 -3.74 -1.36 1.1023
C -1.22 4.72 0.12 -0.9317
C 1.41 5.34 -3.08 -1.2758
C -3.20 -1.22 -3.41 0.6762
C -2.61 -0.42 6.29 0.3824
C -3.31 -2.40 0.83 0.2391
C -2.16 5.08 1.31 0.1203
H 3.76 0.90 3.47 0.3339
H 4.16 -1.63 5.08 0.2885
H 0.47 -1.43 0.22 0.1020
H -2.40 0.94 4.62 0.1463
H 1.56 -0.76 -1.14 0.1157
H 4.47 2.64 0.67 0.2964
H -0.04 -5.68 -4.06 0.3739
H 4.73 0.55 4.96 0.4315
H 4.01 -1.06 -5.96 0.3634
H -2.15 -5.33 -0.75 0.3253
H 0.10 2.20 -3.46 0.1899
H 2.71 1.17 -4.25 -0.3230
H -1.56 3.96 -0.59 0.1883
H -2.62 4.05 3.23 0.4293
H 0.33 -3.49 -3.27 -0.3020
H -4.16 -0.10 -4.66 0.3852
H -0.69 -1.38 6.98 0.2499
H 0.97 1.67 2.34 0.5027
H -1.51 -0.51 -2.16 -0.2345
H 3.35 0.45 -6.63 0.3845
H -3.13 -0.04 -1.54 -0.0300
H -1.02 0.92 5.69 0.4582
H 1.84 4.11 -5.42 0.3712
H 1.94 1.31 0.29 0.1484
H 0.19 0.08 2.36 -0.1600
H -4.38 0.20 1.06 0.3278
H 5.57 -0.33 -0.96 0.2704
H -2.16 -1.81 7.81 0.3871
H -1.33 -0.41 4.59 0.0436
H 0.91 -0.50 -3.78 0.0277
H 0.50 2.82 -1.82 0.1646
H 3.45 -1.36 -3.53 0.2957
H 3.56 -3.02 -1.28 0.2525
H -1.35 3.30 2.28 -0.0302
H -5.61 -1.04 2.74 0.3539
H 0.38 5.69 -3.13 0.2848
H 2.34 3.43 -3.44 0.2119
H 5.00 -0.06 3.32 0.3388
H 2.06 5.97 -3.69 0.3868
H 2.31 0.12 6.09 0.3822
H 4.32 -3.05 0.03 0.2696
H -2.68 -3.28 0.93 0.1371
H -3.02 -4.13 -1.51 0.3457
H -1.17 -2.74 -1.64 -0.9144
H -2.51 0.81 -2.89 0.4651
H -2.66 -1.74 -5.50 0.4891
H -1.06 5.56 -0.55 0.4089
H 0.85 -0.20 -5.42 0.5288
H 1.76 5.32 -2.05 0.2992
H -3.51 0.56 2.51 -0.0361
H -2.09 -0.52 0.53 -0.4296
H -4.22 0.04 5.46 0.3503
H -4.15 -1.83 3.47 0.2552
H 1.66 -1.65 -5.01 0.4873
H 2.71 -1.24 2.76 0.3560
H 0.09 -0.02 -0.88 -0.1576
H -0.42 -3.79 -0.35 0.5571
H -1.89 -2.41 6.14 0.3514
H -3.04 3.14 1.74 0.3187
H 4.92 1.19 0.62 0.3028
H 4.17 -0.50 -1.52 0.2529
H -0.31 1.28 1.16 0.2960
H 1.15 -4.39 -1.96 0.2586
H -1.86 -1.28 2.02 -0.0112
H -3.09 5.53 0.98 0.3388
H -1.74 -2.59 -4.31 0.0762
H 1.30 -0.31 4.78 -0.0840
H -1.37 -0.95 -4.59 0.1109
H 0.03 -6.34 -2.43 0.3570
H 3.18 -0.31 0.54 -0.1958
H -3.52 -2.10 -2.86 -0.0491
H 4.74 0.47 -5.65 0.3880
H -1.54 6.89 1.73 0.3321
H -2.74 0.18 7.19 0.2146
H -0.63 3.72 -2.72 0.3770
H 1.78 -1.52 6.02 0.3468
H -0.23 4.39 0.43 0.2668
H -3.69 -2.21 -0.18 -0.2646
```

Its LUMO energy is -0.1355 eV. Its HOMO energy is -0.3385 Eh.

Entry 9:
The following is a quantum chemistry calculation of a molecular structure, C2H4Cl2O3S2 at a distorted geometry, from the OMol25 dataset.

Geometry as XYZ:
```
13
Properties=species:S:1:pos:R:3:nbo_charge:R:1
Cl -0.82 -2.47 0.14 -0.3121
Cl 2.61 1.57 0.76 -0.1925
S 1.14 1.40 -0.71 1.2088
S 0.78 -1.35 -0.55 1.3338
O 1.57 0.26 -1.60 -0.8990
O 0.07 0.19 1.50 -0.7041
O 1.79 -1.49 0.51 -0.9552
C 0.00 0.23 0.15 -0.0847
C -1.77 0.46 -0.45 -0.6028
H -2.12 -0.54 -0.74 0.2468
H 0.89 -0.38 1.66 0.5098
H -1.73 1.33 -1.14 0.2128
H -2.43 0.79 0.47 0.2384
```

The value obtained for the energy above the lowest of the compared OMol25 structures with the same formula, charge and spin is 0.2255 eV. Its LUMO energy is -0.7214 eV. Its HOMO energy is -0.3552 Eh.

Results for E_tot: -4777.445; -8216.604; -5629.353; -7862.360; -30308.085; -16180.768; -22030.121; -55904.479; -54993.488 (in eV, following the order of the records).